No. 1
{
  "formula": "C2H6N2S3",
  "method": "ωB97M-V with the def2-TZVPD basis set",
  "e_tot_ha": -1383.7503,
  "orbital_gap_ev": [5.81, 5.80],
  "spin_multiplicity": 1,
  "lumo_energy_ha": [-0.103, -0.103],
  "homo_ha": [-0.316, -0.316],
  "de_lowest_ev": 2.816,
  "total_charge": 0,
  "elements": ["C", "C", "N", "N", "S", "S", "S", "H", "H", "H", "H", "H", "H"],
  "coordinates": [[-1.4496, -0.4022, 0.5003], [2.0562, 0.3187, -1.0148], [-1.3421, -1.5912, 1.0385], [-0.5617, 0.5212, 1.0613], [-2.6546, -0.0543, -0.6503], [-0.7047, 2.1104, 0.8793], [1.6460, -0.8223, 0.2442], [3.1893, 0.5565, -0.9863], [1.5731, 1.2898, -1.0050], [1.8472, -0.1120, -1.9117], [-0.5874, -1.9121, 1.6389], [-1.8807, -2.2742, 0.6643], [-1.1311, 2.3718, -0.4588]],
  "forces_ev_per_angstrom": [[-0.747, 1.432, -1.090], [2.982, 1.218, 1.396], [1.810, 0.141, 1.777], [0.735, -0.655, -0.409], [1.060, -0.064, 0.858], [0.436, 0.220, -1.311], [-1.690, 1.116, 1.167], [-1.701, -0.328, 0.080], [-0.467, 0.344, 0.584], [-0.597, -1.070, -2.735], [-0.148, 0.697, -0.221], [-1.927, -2.361, -1.287], [0.253, -0.690, 1.191]]
}

***

No. 2
{
  "formula": "C2H6N2Si",
  "method": "ωB97M-V with the def2-TZVPD basis set",
  "e_tot_ha": -478.6074,
  "orbital_gap_ev": 7.44,
  "spin_multiplicity": 1,
  "lumo_energy_ha": -0.030,
  "homo_ha": -0.303,
  "de_lowest_ev": 4.841,
  "total_charge": 0,
  "elements": ["C", "C", "N", "N", "Si", "H", "H", "H", "H", "H", "H"],
  "coordinates": [[1.2972, 0.7676, 0.4636], [0.4376, 0.2395, 1.3582], [0.2491, 1.4489, -0.2003], [-0.6221, 1.0392, 0.8733], [-1.5690, -1.1731, -1.3002], [2.3387, 0.7853, 0.2321], [0.4009, -0.4983, 2.1328], [0.3158, 2.4558, -0.3329], [-1.4949, 0.6066, 0.5633], [-0.3921, -1.1602, -2.2031], [-1.2308, -2.4107, -0.5468]],
  "forces_ev_per_angstrom": [[-0.160, -0.380, 0.307], [0.505, -0.015, -0.071], [-0.177, 0.106, -0.763], [-0.693, 0.443, 0.268], [-0.687, 0.647, 0.010], [0.299, -0.021, -0.025], [0.044, -0.117, 0.144], [-0.088, -0.086, 0.287], [0.189, 0.064, -0.083], [0.406, -0.243, -0.186], [0.360, -0.398, 0.111]]
}

***

No. 3
{
  "formula": "C2H6N3",
  "method": "ωB97M-V with the def2-TZVPD basis set",
  "e_tot_ha": -243.6690,
  "orbital_gap_ev": 8.94,
  "spin_multiplicity": 1,
  "lumo_energy_ha": -0.199,
  "homo_ha": -0.528,
  "de_lowest_ev": 4.516,
  "total_charge": 1,
  "elements": ["C", "C", "N", "N", "N", "H", "H", "H", "H", "H", "H"],
  "coordinates": [[1.5419, -0.5315, 0.3201], [-2.0213, 0.0746, 0.1154], [0.2198, -0.5299, -0.0422], [-0.6608, 0.2231, 0.3309], [2.3700, 0.3701, -0.0736], [-2.4512, -0.8110, -0.2490], [-2.3847, 0.3110, 1.1226], [-2.0850, 0.9405, -0.5426], [-0.0597, -1.4343, -0.5216], [3.2584, 0.2678, 0.3627], [2.2726, 1.1196, -0.8228]],
  "forces_ev_per_angstrom": [[1.516, 0.255, 1.114], [-0.157, 1.346, 1.117], [-1.456, -2.234, -2.322], [2.389, 1.333, 1.122], [-1.225, 0.434, -1.267], [-0.162, -1.434, -0.820], [-0.803, 0.225, -0.487], [-1.330, 0.213, -0.120], [0.378, 0.670, 0.365], [1.014, 0.225, 0.020], [-0.165, -1.033, 1.279]]
}

***

No. 4
{
  "formula": "C2H6N3",
  "method": "ωB97M-V with the def2-TZVPD basis set",
  "e_tot_ha": -243.7061,
  "orbital_gap_ev": 11.27,
  "spin_multiplicity": 1,
  "lumo_energy_ha": -0.166,
  "homo_ha": -0.581,
  "de_lowest_ev": 3.505,
  "total_charge": 1,
  "elements": ["C", "N", "N", "C", "N", "H", "H", "H", "H", "H", "H"],
  "coordinates": [[0.1111, 1.4949, 0.4525], [-0.6030, 0.4975, -0.2379], [-1.1546, -0.6918, 0.5174], [-0.1734, -0.7103, -0.4217], [0.8318, -1.4563, -0.6897], [0.8135, 2.1087, -0.1541], [-0.5782, 2.2083, 0.6476], [0.4846, 1.1654, 1.4357], [-2.1076, -0.9053, 0.1470], [0.7691, -2.5110, -0.4486], [1.6067, -1.2001, -1.2481]],
  "forces_ev_per_angstrom": [[2.080, 0.739, 0.853], [-0.321, -0.258, -2.143], [-1.309, -0.740, -0.030], [0.785, -0.692, 1.300], [-0.838, -3.333, 0.361], [0.017, -1.289, 0.062], [-2.343, 2.332, 0.990], [0.338, -0.198, -0.578], [0.751, 0.384, 0.318], [0.042, 2.406, -0.533], [0.798, 0.648, -0.601]]
}

***

No. 5
{
  "formula": "C2H6N3O3",
  "method": "ωB97M-V with the def2-TZVPD basis set",
  "e_tot_ha": -469.3494,
  "orbital_gap_ev": 11.15,
  "spin_multiplicity": 1,
  "lumo_energy_ha": -0.152,
  "homo_ha": -0.562,
  "de_lowest_ev": 0.879,
  "total_charge": 1,
  "elements": ["C", "C", "N", "N", "N", "O", "O", "O", "H", "H", "H", "H", "H", "H"],
  "coordinates": [[-0.0859, -1.1583, 0.0192], [-1.4699, 0.8194, -0.0851], [-0.1283, -2.3249, -0.1152], [-0.2754, 0.0729, 0.2152], [2.9196, 0.2744, 0.0758], [4.1799, 0.4238, -0.2281], [2.2131, 1.2344, 0.2182], [2.5160, -0.8341, 0.1908], [-2.0429, 1.3291, 0.8176], [-2.1879, 0.1124, -0.4607], [-1.2740, 1.6996, -0.6739], [-0.3147, -3.2547, 0.0486], [4.4609, -0.3594, -0.7660], [0.6574, 0.5839, 0.3810]],
  "forces_ev_per_angstrom": [[-1.626, -3.381, 0.298], [-2.521, 1.357, 2.035], [0.660, 4.420, -0.697], [2.927, 1.502, 0.621], [-1.238, -0.302, -0.028], [1.694, 0.951, -0.937], [0.694, 1.683, 0.137], [-0.441, -2.508, 0.060], [1.690, -1.504, -1.054], [-0.321, 0.155, -0.739], [0.276, -0.268, -0.883], [-0.202, -2.143, 0.517], [-0.296, 0.312, 0.752], [-1.297, -0.275, -0.084]]
}

***

No. 6
{
  "formula": "C2H6N3OP",
  "method": "ωB97M-V with the def2-TZVPD basis set",
  "e_tot_ha": -660.3985,
  "orbital_gap_ev": [7.20, 8.77],
  "spin_multiplicity": 3,
  "lumo_energy_ha": [-0.005, -0.065],
  "homo_ha": [-0.269, -0.388],
  "de_lowest_ev": 1.694,
  "total_charge": 0,
  "elements": ["C", "C", "N", "N", "N", "O", "P", "H", "H", "H", "H", "H", "H"],
  "coordinates": [[-0.1722, 0.8415, 0.1868], [-0.5541, -0.1847, -0.8182], [1.7704, -2.1145, 0.3538], [1.4970, -1.5317, -0.9509], [2.4241, -0.9593, -0.1444], [3.1772, 1.4683, -0.5528], [3.0590, 0.4661, 0.4749], [0.4860, 0.2161, 0.8201], [-1.0089, 1.0107, 0.9054], [0.1351, 1.5825, -0.3896], [-0.3823, -0.0182, -1.8139], [-1.1149, -1.0796, -0.7269], [0.9721, -1.8150, 0.9342]],
  "forces_ev_per_angstrom": [[-2.839, -5.658, 2.717], [-1.962, 0.559, 0.577], [-0.469, -0.547, 0.114], [1.908, -0.353, 0.593], [-0.480, -0.355, -1.217], [0.050, 1.137, -1.472], [0.352, -0.706, 1.792], [0.639, 1.394, 0.145], [0.400, 0.600, -0.710], [2.041, 3.900, -1.321], [0.686, 0.733, -2.249], [-0.408, -0.668, 1.006], [0.084, -0.035, 0.025]]
}

***

No. 7
{
  "formula": "C2H6N3S2",
  "method": "ωB97M-V with the def2-TZVPD basis set",
  "e_tot_ha": -1040.1171,
  "orbital_gap_ev": 7.92,
  "spin_multiplicity": 1,
  "lumo_energy_ha": -0.198,
  "homo_ha": -0.489,
  "de_lowest_ev": 2.586,
  "total_charge": 1,
  "elements": ["C", "C", "N", "N", "N", "S", "S", "H", "H", "H", "H", "H", "H"],
  "coordinates": [[0.7502, 0.5712, -0.2307], [-1.5517, -0.1549, 0.0232], [-0.1807, -0.3608, -0.0679], [2.0814, 0.2628, -0.1777], [2.3722, -0.8362, 0.6196], [-2.0228, 1.4630, 0.2703], [-2.4690, -1.5163, -0.0810], [0.5753, 1.7283, -0.4966], [2.9454, 0.8951, -0.2565], [1.4338, -1.2701, 0.7868], [2.9468, -1.3877, -0.0124], [-3.3111, 1.5015, 0.0383], [-3.5697, -0.8961, -0.4155]],
  "forces_ev_per_angstrom": [[1.741, 3.332, -1.393], [4.145, 1.626, -0.550], [-1.573, 0.019, 0.714], [-1.802, 1.545, 1.021], [-0.192, -0.987, -0.559], [0.889, 0.973, 0.289], [-0.126, -1.968, -0.193], [0.079, -2.759, 0.322], [-2.490, -0.577, -0.074], [1.362, -0.167, -0.132], [-0.057, -0.917, 0.640], [-0.974, -0.537, -0.134], [-1.002, 0.418, 0.049]]
}

***

No. 8
{
  "formula": "C2H6N3S2",
  "method": "ωB97M-V with the def2-TZVPD basis set",
  "e_tot_ha": -1040.0568,
  "orbital_gap_ev": [5.65, 5.62],
  "spin_multiplicity": 1,
  "lumo_energy_ha": [-0.273, -0.274],
  "homo_ha": [-0.481, -0.481],
  "de_lowest_ev": 4.226,
  "total_charge": 1,
  "elements": ["C", "C", "N", "N", "N", "S", "S", "H", "H", "H", "H", "H", "H"],
  "coordinates": [[2.8099, 0.2481, -1.4647], [1.3999, -1.4454, -0.5875], [2.3544, -1.0334, -1.3379], [2.9947, 0.9306, -0.4484], [-3.9970, 1.4762, 1.4390], [3.2641, 1.2789, 0.9811], [0.9279, -3.1508, -0.5469], [3.0373, 0.5493, -2.3748], [0.7613, -0.8481, 0.0436], [-4.4817, 1.3691, 0.4994], [-4.7465, 1.1647, 1.9627], [-4.1796, 2.4471, 1.5572], [-0.1446, -2.9862, 0.2771]],
  "forces_ev_per_angstrom": [[-1.435, -3.139, 2.407], [-0.098, -1.407, -0.298], [-0.663, -0.538, 0.014], [0.106, 0.986, 1.736], [-0.014, 0.170, -3.179], [0.260, 0.477, 0.489], [0.277, 1.049, 0.079], [1.127, 1.749, -4.202], [-0.096, 0.722, 0.082], [1.208, -0.109, 0.850], [-1.731, -1.589, 2.094], [0.573, 1.512, 0.217], [0.487, 0.118, -0.289]]
}

***

No. 9
{
  "formula": "C2H6N4",
  "method": "ωB97M-V with the def2-TZVPD basis set",
  "e_tot_ha": -298.7011,
  "orbital_gap_ev": 7.81,
  "spin_multiplicity": 1,
  "lumo_energy_ha": 0.015,
  "homo_ha": -0.272,
  "de_lowest_ev": 4.022,
  "total_charge": 0,
  "elements": ["C", "N", "N", "C", "N", "N", "H", "H", "H", "H", "H", "H"],
  "coordinates": [[0.0538, -0.5286, -0.4935], [-0.0034, -1.8281, -0.9637], [0.2990, -0.5509, 1.2324], [-0.2715, 1.8831, 0.3182], [-0.2358, 0.5646, -0.9737], [-0.5973, 3.0042, -0.0100], [-0.0752, -1.8764, -1.9719], [0.6895, -2.4640, -0.5911], [-0.3781, -1.1768, 1.6558], [1.2602, -0.8010, 1.4380], [-0.8409, 3.2437, -0.9649], [0.0997, 0.5302, 1.3244]],
  "forces_ev_per_angstrom": [[-1.029, 1.863, -0.202], [0.303, -0.191, 0.483], [0.079, -0.280, -1.262], [0.324, -1.083, 1.049], [0.550, -1.032, 0.386], [-0.196, 0.519, -0.539], [0.021, 0.139, 0.135], [-0.031, 0.052, -0.028], [0.194, 0.116, 0.092], [-0.195, -0.025, 0.219], [0.022, -0.115, -0.097], [-0.041, 0.037, -0.237]]
}

***

No. 10
{
  "formula": "C2H6N4O",
  "method": "ωB97M-V with the def2-TZVPD basis set",
  "e_tot_ha": -374.0375,
  "orbital_gap_ev": 10.17,
  "spin_multiplicity": 1,
  "lumo_energy_ha": 0.031,
  "homo_ha": -0.343,
  "de_lowest_ev": 1.984,
  "total_charge": 0,
  "elements": ["N", "N", "C", "N", "C", "N", "O", "H", "H", "H", "H", "H", "H"],
  "coordinates": [[-0.6061, 1.7890, 0.0104], [0.2554, 1.3863, 1.0712], [0.3159, 0.1188, 1.2714], [-0.6198, -0.8856, 0.5951], [-0.0570, -1.3474, -0.6039], [0.8877, -0.5375, -1.1635], [-0.2828, -2.4149, -1.2136], [-1.3711, 1.1145, -0.1124], [-0.8734, 2.8563, 0.0065], [0.9951, -0.1192, 2.0864], [-0.9838, -1.6319, 1.2124], [1.1418, 0.4364, -1.0395], [1.1980, -0.7647, -2.1205]],
  "forces_ev_per_angstrom": [[0.166, 1.775, 0.832], [-1.288, -0.474, -1.682], [-1.820, 0.584, 0.179], [1.975, 0.910, 1.077], [0.536, -1.836, -2.272], [1.403, 0.885, -1.879], [-0.601, 1.715, 2.136], [0.153, 0.676, -0.015], [0.765, -3.238, 0.520], [-0.219, -0.792, -0.266], [0.471, 0.651, -0.693], [-0.850, -0.225, 1.009], [-0.691, -0.632, 1.053]]
}